Record 1
The following is a DFT calculation (ωB97M-V/def2-TZVPD) of a structure of composition C56H69N2OS4Ti at a distorted geometry.

XYZ file:
```
133
Properties=species:S:1:pos:R:3:forces:R:3:lowdin_charge:R:1
Ti 0.57583 -0.23913 0.88081 1.03 -1.68 0.08 0.794
C -1.37988 -1.00617 1.81935 -0.63 -0.32 0.69 -0.179
C -1.40601 -2.19412 1.00164 0.01 0.41 -0.03 -0.115
C -0.38937 -3.04942 1.51721 0.20 0.05 0.08 -0.124
C 0.12120 -2.44137 2.68574 0.02 0.15 -0.01 -0.057
C -0.54580 -1.24251 2.95028 -0.28 -0.04 -0.14 -0.341
C -0.89862 -0.72272 4.34239 0.04 0.17 0.04 -0.551
C -2.20035 -1.47060 4.70597 -0.01 0.06 -0.05 -0.040
C -1.19356 0.78442 4.35135 0.04 -0.11 -0.06 -0.044
C 0.12007 -1.09651 5.42630 -0.01 -0.03 -0.12 -0.072
C 0.11107 -4.45425 1.17820 0.06 -0.12 -0.11 -0.499
C -0.13642 -4.87557 -0.27485 -0.42 0.07 0.13 -0.065
C -0.55554 -5.47949 2.11581 0.00 0.06 -0.03 -0.040
C 1.63062 -4.52690 1.45844 0.01 0.08 0.05 -0.054
C -2.68578 -2.52796 0.21932 -0.10 -0.01 -0.23 -0.492
C -2.49170 -2.74252 -1.27789 -0.03 -0.10 0.03 -0.032
C -3.35306 -3.76949 0.83673 0.09 0.05 0.04 -0.035
C -3.70737 -1.39071 0.38151 0.10 -0.04 0.06 -0.074
H -2.17957 -0.28305 1.87176 0.05 0.02 -0.15 0.084
H 0.85759 -2.88340 3.33871 0.12 0.05 -0.07 0.120
H -3.00344 -1.22328 4.00833 -0.01 0.00 0.02 0.078
H -2.51828 -1.20179 5.71695 -0.02 0.01 0.00 0.083
H -2.03677 -2.54963 4.66643 -0.02 -0.01 0.03 0.088
H -2.13022 0.99817 3.82963 0.04 0.02 -0.02 0.068
H -0.40035 1.35601 3.87026 -0.02 0.07 0.08 0.037
H -1.29958 1.14050 5.37831 -0.02 0.01 0.00 0.087
H 0.24453 -2.18108 5.47067 0.02 -0.01 0.01 0.080
H -0.24644 -0.76435 6.40109 -0.04 0.00 -0.02 0.081
H 1.08945 -0.64541 5.24544 0.05 0.01 0.02 0.029
H -1.16945 -5.18263 -0.43147 -0.03 -0.01 0.05 0.065
H 0.49242 -5.73123 -0.53001 -0.02 0.02 0.05 0.086
H 0.09231 -4.06342 -0.96300 -0.42 -0.30 0.19 0.049
H -1.63034 -5.54243 1.95472 0.00 -0.02 0.00 0.059
H -0.38925 -5.20619 3.15962 0.03 -0.02 0.00 0.083
H -0.12294 -6.46885 1.94223 0.00 -0.01 0.02 0.087
H 2.14717 -3.63141 1.11518 0.05 0.00 0.03 0.063
H 2.07016 -5.39099 0.95600 -0.04 -0.03 0.01 0.085
H 1.82863 -4.63738 2.52557 0.00 0.04 0.01 0.078
H -1.93775 -3.64872 -1.50644 0.00 0.06 -0.02 0.065
H -1.94174 -1.90779 -1.68557 -0.03 0.02 -0.08 0.055
H -3.45803 -2.80500 -1.78717 -0.01 0.00 0.01 0.095
H -2.84913 -4.68768 0.54556 0.01 0.00 0.04 0.054
H -4.38754 -3.83877 0.49035 0.00 0.00 -0.02 0.085
H -3.35694 -3.70135 1.92699 -0.04 -0.03 0.01 0.093
H -3.29620 -0.44017 0.04506 -0.04 -0.08 0.14 0.038
H -4.02258 -1.28419 1.42157 0.01 0.02 0.00 0.090
H -4.59544 -1.61315 -0.21398 0.02 0.01 -0.05 0.093
O 7.16940 -0.52624 3.61184 -0.04 0.01 0.03 -0.088
C 6.05069 -0.45671 3.16750 0.05 -0.03 -0.03 -1.038
S 4.64886 0.07933 4.10866 -0.18 0.03 -0.01 0.958
C 3.46389 -0.06058 2.81477 0.25 -0.04 -0.19 -1.081
C 3.91297 -0.51112 1.63479 0.21 0.07 0.22 -1.116
S 2.89038 -0.64390 0.24880 -0.48 -0.30 -0.26 0.682
S 5.62326 -0.89074 1.50987 -0.09 0.00 -0.04 0.956
S 1.81781 0.37702 3.04006 -0.19 0.20 -0.02 0.735
C -3.67099 2.05272 1.07521 0.08 0.00 0.00 -0.062
C -2.36164 2.33547 0.33443 -0.11 0.11 -0.01 -0.352
C -2.64657 3.11878 -0.95374 -0.02 -0.02 0.05 -0.037
C -1.36618 3.10450 1.18743 0.05 -0.27 -0.10 -0.132
C -1.80588 4.24004 1.85346 0.05 0.12 0.05 -0.043
C -0.92057 5.03280 2.56005 -0.01 0.01 -0.05 -0.071
C 0.42097 4.70111 2.57494 -0.06 0.04 0.06 -0.048
C 0.91741 3.58082 1.91451 0.11 -0.25 -0.08 -0.146
C 2.43180 3.38861 1.93784 0.01 0.08 -0.02 -0.371
C 3.17240 4.41776 1.07121 -0.04 -0.10 -0.04 -0.052
C 2.97931 3.51279 3.36628 -0.02 -0.11 -0.03 -0.097
C -0.00353 2.74837 1.23599 -0.20 0.38 0.30 -0.166
N 0.39561 1.60220 0.47706 -0.17 0.57 -0.38 -0.080
C 0.76723 1.88829 -0.82858 -0.05 -0.36 -0.37 -0.205
C 0.85414 0.86381 -1.77171 0.32 0.16 0.06 -0.273
N 0.50924 -0.41684 -1.50155 0.45 0.15 0.66 0.034
C 0.15816 -1.17511 -2.67483 -0.42 -0.08 -0.22 -0.161
C 0.84785 -2.30500 -3.21092 -0.06 0.23 0.03 -0.125
C 0.22925 -3.05378 -4.21408 -0.16 0.04 -0.03 -0.056
C -0.97825 -2.70309 -4.77807 0.00 -0.12 -0.06 -0.081
C -1.55793 -1.51764 -4.38508 -0.01 0.11 -0.04 -0.064
C -1.01758 -0.74505 -3.36594 0.18 0.06 -0.02 -0.154
C -1.75228 0.56949 -3.08585 -0.18 0.05 -0.02 -0.332
C -3.22898 0.37403 -2.71754 0.06 -0.18 -0.05 -0.058
C -1.70382 1.49002 -4.31743 0.03 -0.02 0.08 -0.038
C 2.25088 -2.82414 -2.90406 0.19 0.06 0.30 -0.354
C 3.34398 -1.75271 -2.85279 -0.18 -0.07 -0.08 -0.084
C 2.22755 -3.76701 -1.69993 0.46 0.27 -0.35 -0.079
C 1.32646 1.46502 -3.05007 0.17 0.00 -0.13 -0.080
C 1.64447 1.00090 -4.30191 0.08 -0.04 0.24 -0.018
C 2.08657 1.92235 -5.28105 0.02 0.04 -0.13 -0.073
C 2.16676 3.27011 -5.04382 0.02 -0.01 -0.09 -0.031
C 1.80263 3.78554 -3.77616 -0.10 -0.13 0.21 -0.167
C 1.75827 5.15270 -3.39071 0.01 0.01 0.01 -0.039
C 1.30017 5.47437 -2.14156 0.06 0.17 -0.18 -0.074
C 0.91339 4.50535 -1.18265 -0.18 -0.27 0.06 -0.030
C 1.03094 3.16657 -1.48531 0.03 0.52 -0.08 -0.082
C 1.42453 2.85342 -2.81681 0.02 -0.06 -0.03 -0.084
H -4.32196 1.41900 0.47015 0.00 0.03 0.01 0.072
H -4.21670 2.97444 1.28477 0.00 0.01 0.02 0.072
H -3.48320 1.54879 2.02608 -0.06 0.00 -0.01 0.067
H -1.90919 1.37959 0.05829 0.00 0.03 0.01 0.103
H -3.11272 4.07999 -0.72223 0.03 0.03 0.03 0.087
H -3.32457 2.55720 -1.59915 0.12 0.28 0.25 0.046
H -1.72479 3.31139 -1.50400 0.00 0.04 -0.03 0.077
H -2.84755 4.53025 1.79655 -0.02 -0.06 0.01 0.105
H -1.27005 5.91792 3.07788 0.00 0.00 0.00 0.099
H 1.10961 5.34737 3.10480 0.03 -0.03 -0.02 0.107
H 2.66395 2.40023 1.54322 -0.04 -0.06 0.06 0.092
H 2.88804 5.43972 1.33799 0.00 0.00 0.00 0.082
H 2.97321 4.26881 0.01550 0.07 0.05 -0.05 0.056
H 4.24827 4.31253 1.22867 -0.01 0.00 0.03 0.083
H 4.00324 3.13830 3.40741 0.01 -0.01 -0.02 0.070
H 2.38299 2.94188 4.07340 -0.02 -0.03 0.06 0.054
H 2.99937 4.55873 3.68472 0.01 -0.02 0.00 0.070
H 0.74329 -3.93764 -4.57601 -0.01 0.01 0.01 0.108
H -1.43923 -3.32635 -5.53480 0.03 0.03 -0.03 0.098
H -2.46498 -1.18674 -4.87649 -0.01 0.02 0.02 0.105
H -1.26796 1.08496 -2.25757 -0.12 -0.03 -0.08 0.102
H -3.73080 -0.29197 -3.42156 -0.02 -0.02 -0.01 0.079
H -3.74426 1.33600 -2.74681 -0.04 -0.26 -0.15 0.060
H -3.34190 -0.04418 -1.72169 -0.06 0.03 -0.16 0.045
H -2.29863 1.07167 -5.13314 -0.03 0.01 0.00 0.078
H -0.69080 1.63442 -4.67655 0.03 0.03 -0.07 0.060
H -2.11416 2.47107 -4.06472 -0.03 -0.02 0.01 0.081
H 2.51204 -3.45023 -3.76275 -0.05 0.03 0.00 0.115
H 3.09080 -0.93027 -2.19913 -0.02 0.12 0.03 -0.013
H 3.53107 -1.35291 -3.85117 -0.02 0.01 -0.04 0.072
H 4.27333 -2.18977 -2.48347 0.02 0.00 0.00 0.077
H 1.74331 -3.28533 -0.86105 0.21 0.12 0.09 0.032
H 3.23933 -4.04899 -1.40224 0.06 0.02 0.01 0.091
H 1.67104 -4.67294 -1.95066 0.22 0.16 -0.03 0.071
H 1.54943 -0.03948 -4.57331 0.02 -0.07 0.03 0.107
H 2.34837 1.53937 -6.26059 0.01 0.02 0.01 0.099
H 2.50015 3.94328 -5.82566 -0.02 0.01 0.00 0.105
H 2.06986 5.92063 -4.08898 -0.03 0.03 0.02 0.102
H 1.23939 6.51933 -1.85918 -0.02 -0.01 0.01 0.100
H 0.53476 4.84890 -0.23016 0.06 0.00 0.02 0.103
```
Positions in Å, forces in eV/Å.

Calculated values
- Total charge: -1
- LUMO energy (alpha / beta): 2.08 / 2.09 eV



Record 2
The following is a DFT calculation (ωB97M-V/def2-TZVPD) of a cluster of 12 separate species, C56H72O7S3 in total at a distorted geometry.

XYZ file:
```
138
Properties=species:S:1:pos:R:3:forces:R:3:lowdin_charge:R:1
C 2.39344 -5.87385 6.39467 0.12 0.08 0.28 -0.266
S 2.76466 -4.06239 6.36047 -0.97 -0.06 -2.28 0.850
O 2.80704 -3.60225 4.89604 0.17 -0.66 1.93 -0.601
C 1.11685 -3.42102 6.92034 0.34 0.04 0.09 -0.247
H 1.55889 -6.22820 5.78964 -0.31 0.61 0.08 0.054
H 2.24516 -6.08366 7.45396 -0.24 -0.11 0.04 0.040
H 3.22805 -6.49894 6.07719 0.42 0.58 -0.04 0.046
H 0.60274 -3.09938 6.01462 0.09 -0.25 -0.07 0.042
H 1.30563 -2.53350 7.52430 0.10 -0.05 0.01 0.037
H 0.50088 -4.10872 7.49979 0.23 -0.17 -0.08 0.046
C 4.23628 5.56947 -0.87593 -1.99 -0.82 -0.21 -0.235
S 2.40447 5.59553 -1.28625 0.11 -0.50 0.42 0.816
O 1.62366 5.44580 0.01738 1.17 0.81 -1.49 -0.582
C 2.44040 7.30972 -1.86680 -1.41 -0.02 0.55 -0.283
H 4.39564 6.23953 -0.03111 0.27 -0.13 -0.18 0.053
H 4.81121 5.73092 -1.78780 -0.02 0.28 0.22 0.048
H 4.25661 4.50677 -0.63436 0.75 0.14 0.48 0.030
H 2.44909 7.87548 -0.93517 0.94 0.47 -0.20 0.052
H 1.48910 7.60695 -2.30815 -0.18 -0.48 -0.16 0.043
H 3.19259 7.41761 -2.64826 0.30 0.21 0.57 0.055
C -2.84597 -1.79183 -5.11898 0.23 0.80 -1.36 -0.237
S -3.58221 -0.60512 -6.33159 0.59 1.22 -0.62 0.790
O -2.68760 -0.50096 -7.57792 -1.38 -0.79 1.84 -0.580
C -5.13078 -1.47698 -6.77353 0.74 -0.86 0.01 -0.262
H -2.41878 -2.57849 -5.74089 -0.50 -0.60 0.36 0.053
H -3.58150 -1.99838 -4.34153 0.14 -0.40 -0.20 0.046
H -1.97524 -1.28157 -4.70721 -0.22 0.25 0.14 0.041
H -5.77201 -0.87492 -7.41730 0.42 0.12 -0.01 0.048
H -5.70916 -1.80692 -5.91056 0.21 0.34 0.29 0.045
H -4.78734 -2.38407 -7.27086 -0.22 0.00 -0.37 0.049
C 5.46364 4.24396 4.80517 0.04 -1.46 1.29 -0.070
C 4.98044 2.91565 4.56564 0.46 1.93 0.48 -0.086
C 5.14393 1.93751 5.53814 -0.23 0.36 -0.67 -0.112
C 5.81400 2.21115 6.71536 0.92 0.43 0.89 -0.102
C 6.40366 3.46223 6.95282 -0.79 0.33 -1.74 -0.086
C 6.20334 4.47047 5.98722 -0.15 -0.75 -0.22 -0.100
H 5.20773 5.10021 4.19876 0.17 -0.22 -0.45 0.091
H 4.45666 2.68442 3.64990 -0.11 0.04 -0.04 0.090
H 4.69135 0.98275 5.31449 0.18 -0.28 0.32 0.097
H 5.96232 1.45217 7.46924 -0.17 -0.25 -0.02 0.095
H 7.00952 3.73397 7.80458 -0.10 -0.45 0.24 0.095
H 6.69156 5.41630 6.17012 -0.24 0.29 -0.11 0.091
C -5.53167 6.65647 1.08960 -0.58 -0.90 0.82 -0.093
C -5.50945 5.58564 2.01019 -0.16 0.64 -0.62 -0.091
C -4.35845 4.85856 2.11296 0.42 -0.42 0.25 -0.110
C -3.23063 5.18665 1.37190 0.27 -0.89 1.23 -0.105
C -3.23912 6.22403 0.49962 0.20 0.68 -0.32 -0.096
C -4.40007 6.97969 0.38413 -0.15 0.10 -0.88 -0.103
H -6.47548 7.14210 0.89014 0.06 0.37 0.12 0.097
H -6.34986 5.31809 2.63351 -0.27 0.12 -0.19 0.098
H -4.29222 3.99967 2.76436 -0.10 0.01 0.24 0.098
H -2.33199 4.64832 1.63466 0.22 -0.15 -0.53 0.104
H -2.33993 6.43282 -0.06097 -0.02 0.27 -0.10 0.104
H -4.47060 7.77476 -0.34339 0.16 0.15 -0.04 0.099
C 2.04486 -1.80630 -6.36528 -0.18 0.32 -1.93 -0.093
C 2.58158 -2.17328 -7.61047 -1.19 0.70 0.50 -0.078
C 3.38723 -3.27286 -7.66608 1.13 -0.50 -1.14 -0.122
C 3.78158 -3.95797 -6.54899 -0.02 -0.40 1.87 -0.098
C 3.30357 -3.54260 -5.31425 0.03 -0.15 0.27 -0.092
C 2.39813 -2.51268 -5.27115 -0.06 0.78 1.38 -0.128
H 1.35760 -0.98841 -6.20682 0.01 0.20 -0.48 0.104
H 2.31625 -1.64101 -8.51197 0.03 0.09 -0.03 0.103
H 3.85166 -3.58920 -8.58837 -0.24 0.09 -0.37 0.102
H 4.45237 -4.80439 -6.54508 0.14 0.01 -0.46 0.100
H 3.61531 -3.92432 -4.35326 0.22 -0.54 -0.16 0.099
H 2.01122 -2.06940 -4.36550 0.11 -0.59 0.58 0.104
C 6.78646 -2.68088 -0.91085 1.25 0.89 -0.11 -0.096
C 7.50756 -1.49637 -1.14048 -0.71 1.22 2.03 -0.079
C 7.52938 -0.51405 -0.11035 0.23 -0.79 -2.26 -0.090
C 6.82617 -0.69388 1.05777 1.64 2.34 -0.25 -0.129
C 6.18982 -1.84201 1.26267 -3.42 -2.89 -0.14 -0.117
C 6.04787 -2.82437 0.26829 1.97 -0.12 -0.58 -0.075
H 7.09356 -3.43743 -1.61777 -1.14 -0.61 -0.11 0.094
H 7.98113 -1.23210 -2.07444 0.25 -0.50 -0.07 0.093
H 8.08833 0.38885 -0.30720 -0.05 0.20 0.15 0.094
H 6.83685 0.14851 1.73354 -0.13 -0.24 0.50 0.105
H 5.50617 -2.03711 2.07567 0.35 0.39 0.70 0.102
H 5.56956 -3.77309 0.46207 -0.29 0.12 0.16 0.096
C -7.59903 -0.66936 -2.01044 -0.21 0.01 0.03 -0.100
C -7.12951 -1.94724 -1.74827 -0.21 0.18 -0.33 -0.105
C -5.86327 -2.13390 -1.21536 0.19 0.22 0.36 -0.108
C -5.09002 -1.02955 -0.89719 -0.35 1.18 -0.31 -0.079
C -5.55892 0.27412 -1.21499 0.92 -1.26 0.34 -0.087
C -6.79575 0.44102 -1.78371 -0.02 0.06 -0.01 -0.107
H -8.61427 -0.53988 -2.35531 -0.03 0.01 -0.25 0.098
H -7.75842 -2.78632 -2.00677 -0.02 -0.16 0.15 0.098
H -5.49167 -3.12332 -0.99317 -0.02 -0.13 -0.04 0.097
H -4.12915 -1.13034 -0.41453 0.11 -0.11 -0.05 0.097
H -4.92937 1.13349 -1.03736 0.09 0.01 0.13 0.100
H -7.08258 1.44981 -2.04153 -0.41 -0.02 -0.03 0.101
C 1.78089 -6.26508 1.32821 0.76 -0.45 -0.43 -0.106
C 0.87158 -5.36648 1.81569 -0.68 0.97 -0.38 -0.094
C 0.04397 -4.68502 0.91170 0.07 -0.55 0.68 -0.098
C 0.14480 -4.90698 -0.44439 0.77 0.37 -1.02 -0.101
C 1.09622 -5.79208 -0.97177 -0.18 -0.48 1.77 -0.076
C 1.88266 -6.49239 -0.04024 -0.38 0.26 -1.03 -0.096
H 2.49109 -6.78036 1.95789 -0.09 -0.02 0.29 0.098
H 0.81988 -5.05778 2.84934 0.09 -0.35 0.21 0.090
H -0.70550 -4.02889 1.32903 -0.01 0.32 -0.20 0.094
H -0.35971 -4.25963 -1.14638 -0.55 -0.11 0.04 0.097
H 1.17411 -6.00723 -2.02725 0.06 0.22 -0.05 0.097
H 2.59735 -7.20240 -0.42948 0.16 -0.11 0.15 0.094
C -5.20615 -3.36482 3.32663 -0.30 0.98 0.18 -0.084
C -4.27652 -4.14976 4.02813 -0.69 0.32 -0.26 -0.100
C -3.63265 -3.64686 5.14036 -0.13 0.01 0.36 -0.119
C -3.96806 -2.39876 5.62777 -0.38 0.83 -0.90 -0.109
C -4.92833 -1.60634 4.96512 0.88 -1.04 -0.68 -0.085
C -5.51606 -2.04279 3.73520 1.14 -0.44 2.65 -0.064
H -5.74195 -3.76576 2.47894 0.14 -0.14 -0.16 0.091
H -4.09435 -5.18165 3.76656 -0.02 0.01 -0.37 0.099
H -2.92378 -4.25364 5.68416 0.15 -0.09 -0.06 0.095
H -3.40769 -1.95881 6.43945 -0.18 -0.12 0.34 0.093
H -5.09379 -0.64556 5.42979 -0.43 0.23 -0.40 0.090
H -6.22151 -1.32903 3.33610 -0.15 -0.52 -0.74 0.094
O -0.05831 0.42770 -0.66919 0.60 0.16 5.77 0.023
C 0.04367 0.44277 0.61561 0.08 -0.25 -5.42 -0.428
O -1.00517 0.64631 1.39169 -1.32 -0.40 0.51 0.026
C -0.72292 0.25667 2.75735 0.61 0.19 0.09 -0.141
C 0.77490 0.54502 2.86942 -1.02 0.93 0.26 -0.162
C 1.27831 0.22762 1.48375 -0.73 -0.11 -0.27 -0.072
H -0.95878 -0.78928 2.95347 -0.29 -0.08 -0.38 0.123
H -1.28300 0.90098 3.43505 -0.22 -0.17 -0.24 0.124
H 1.24056 0.02727 3.70799 0.15 0.19 -0.17 0.119
H 0.71993 1.62616 2.99681 0.93 0.12 0.37 0.119
H 1.45787 -0.84749 1.48587 0.80 0.04 -0.63 0.133
H 2.03994 0.90735 1.10168 0.39 -0.68 0.09 0.132
O 0.26570 4.41858 -5.27146 -3.65 -1.18 -0.48 0.065
C -0.95294 4.20418 -5.41686 3.90 3.14 0.21 -0.389
O -1.57511 4.64999 -6.59343 0.26 -1.41 1.49 0.000
C -2.95592 4.23490 -6.51958 0.39 0.51 0.64 -0.148
C -3.22181 4.16480 -5.00914 -1.42 0.79 -0.22 -0.184
C -1.95136 3.75736 -4.34210 0.44 -1.40 -2.12 -0.079
H -3.07817 3.27361 -7.01866 0.04 -0.11 0.04 0.121
H -3.56685 4.98289 -7.02493 0.08 -0.04 0.03 0.123
H -4.12151 3.56815 -4.85866 0.15 -0.07 0.49 0.116
H -3.35049 5.15481 -4.57162 -0.83 0.33 -0.60 0.117
H -1.86382 2.67448 -4.43044 0.14 -0.31 0.86 0.128
H -1.83377 4.16694 -3.33884 0.52 -0.28 -0.32 0.133
```
Positions in Å, forces in eV/Å.

Calculated values
- Total charge: 0
- LUMO energy: 0.21 eV